One molecule with the formula C4H4F2N2 at a distorted geometry, computed with ωB97M-V/def2-TZVPD.

Last column: natural (NBO) charge in e.
Cartesian coordinates (Å):
C -2.4285 1.6307 0.0028  -0.19
C -1.4737 0.7859 -0.1107  -0.11
C -0.5542 -0.3553 0.0214  0.61
F -1.1171 -1.3438 -0.7506  -0.35
F -0.6002 -0.9556 1.1945  -0.29
C 0.8455 -0.2125 -0.6475  -0.12
N 1.7461 0.1757 0.2563  -0.17
N 2.9332 0.5721 0.0092  -0.57
H -3.0984 2.5671 0.2075  0.27
H 0.9762 -0.0755 -1.6454  0.17
H 3.0787 0.9880 -0.8808  0.35
H 3.4097 0.8874 0.8694  0.39

Forces on the atoms, in the same order (eV/Å):
C 3.797 -1.920 0.055
C -5.072 4.805 1.490
C 0.453 -1.525 -3.186
F -0.938 -0.681 -1.507
F 0.850 0.892 1.880
C 1.369 2.135 6.992
N -4.621 -2.130 -0.725
N 1.889 0.347 0.785
H 1.620 -2.547 -0.752
H -0.012 0.125 -3.033
H 0.844 0.492 -0.633
H -0.180 0.006 -1.365

Output
Highest occupied orbital energy (eV): -9.10
Relative energy (zero: lowest compared OMol25 entry of this formula, charge and spin) (eV): 4.538
LUMO energy (Eh): 0.031
Total energy (eV): -12623.1777